{"formula": "C6H10", "method": "ωB97M-V/def2-TZVPD", "species": ["C", "C", "C", "C", "C", "C", "H", "H", "H", "H", "H", "H", "H", "H", "H", "H"], "coordinates": [[-0.574, -0.956, 1.657], [-0.824, -1.089, 0.302], [-0.261, -0.035, -0.620], [-1.415, 0.391, -1.567], [0.844, 0.720, -0.440], [1.964, 0.481, 0.518], [-0.992, -1.705, 2.385], [-0.057, -0.102, 2.108], [-1.465, -1.997, 0.063], [-0.931, 0.852, -2.581], [-2.146, 1.231, -1.057], [-1.996, -0.512, -1.950], [0.977, 1.549, -1.129], [1.866, 0.890, 1.723], [2.912, 0.984, -0.027], [2.097, -0.702, 0.614]], "lowdin_charge": [0.000, -0.143, -0.338, -0.110, -0.189, -0.160, 0.063, 0.041, 0.114, 0.105, 0.126, 0.067, 0.095, 0.127, 0.097, 0.104], "homo_energy_ev": -8.663, "fmax_ev_per_a": 3.80, "smiles": "C=C/C(C)=C\\C", "lumo_ev": 0.909, "e_above_lowest_ev": 2.7457}

{"formula": "C6H10", "method": "ωB97M-V/def2-TZVPD", "species": ["C", "C", "C", "C", "C", "C", "H", "H", "H", "H", "H", "H", "H", "H", "H", "H"], "coordinates": [[3.150, 0.303, -0.533], [1.869, 0.502, 0.126], [0.672, -0.069, -0.385], [-0.557, -0.112, 0.306], [-1.728, -0.442, -0.262], [-3.021, -0.179, 0.435], [3.622, 1.123, -1.072], [3.497, -0.689, -0.789], [2.365, -0.311, 0.797], [1.715, 1.385, 0.744], [0.840, -0.548, -1.348], [-0.605, 0.226, 1.338], [-1.721, -0.868, -1.260], [-2.888, -0.312, 1.505], [-3.385, 0.839, 0.281], [-3.825, -0.849, 0.117]], "lowdin_charge": [-0.037, -0.360, -0.092, -0.152, -0.154, -0.115, 0.040, 0.031, 0.176, 0.115, 0.113, 0.116, 0.103, 0.070, 0.076, 0.070], "homo_energy_ev": -6.310, "fmax_ev_per_a": 1.14, "lumo_ev": -0.626, "e_above_lowest_ev": 5.0736}

{"formula": "C6H10", "method": "ωB97M-V/def2-TZVPD", "species": ["C", "C", "C", "C", "C", "C", "H", "H", "H", "H", "H", "H", "H", "H", "H", "H"], "coordinates": [[1.859, 0.981, -0.229], [1.176, -0.257, 0.436], [-0.138, -0.571, -0.106], [-0.412, -1.844, -0.454], [-2.472, 0.445, -0.006], [-1.148, 0.519, -0.085], [1.584, 1.845, 0.346], [1.541, 1.073, -1.267], [2.946, 0.870, -0.216], [1.277, 0.490, 2.042], [1.683, -1.170, 0.716], [0.202, -2.662, -0.095], [-1.295, -2.053, -1.054], [-3.085, 1.307, 0.176], [-3.016, -0.488, -0.199], [-0.701, 1.514, -0.004]], "lowdin_charge": [-0.145, -0.201, -0.381, 0.077, 0.021, -0.149, 0.039, 0.073, 0.069, 0.191, 0.066, 0.066, 0.068, 0.049, 0.063, 0.094], "homo_energy_ev": -8.629, "fmax_ev_per_a": 4.43, "lumo_ev": 0.267, "e_above_lowest_ev": 3.9670}